A structure of composition C24H32NOPt. Source: OMol25; level of theory: wB97M-V/def2-TZVPD.

Calculated values
Spin multiplicity: 5
Total energy (hartree): -1182.659485
Frontier orbital gap (alpha / beta) (eV): 2.7 / 4.5
Maximum force (eV/Å): 4.4
⟨S²⟩: 6.0406
Net charge: -1
E_HOMO (alpha / beta) (eV): -0.250 / -3.941

Geometry (Å):
Pt  -0.6406  -0.0509  0.4564
C  -2.2671  -1.4031  0.5332
C  -1.4445  -2.0712  -0.4835
C  -0.5657  -2.9535  0.2050
H  -1.6905  -2.0693  -1.5377
C  -0.6781  -2.7624  1.5844
C  -1.6657  -1.7310  1.8296
H  -2.0587  -1.4171  2.7986
H  -3.2491  -0.9422  0.3658
H  0.0265  -3.7429  -0.2750
H  -0.1960  -3.3414  2.3664
C  0.8011  1.2473  1.2550
C  -0.0627  0.7362  2.3928
C  0.7102  -0.2674  3.0513
H  -0.8660  1.3373  2.8312
C  1.9785  -0.3678  2.4113
C  2.0521  0.5039  1.3541
H  2.9150  0.7032  0.7237
H  0.6459  2.2439  0.8091
H  0.4055  -0.8048  3.9549
H  2.7984  -0.9906  2.8003
O  0.2380  -1.2211  -2.5242
C  4.0282  -3.1358  0.1340
C  3.4851  -3.1699  -1.0855
C  3.2354  -3.8266  1.2314
C  4.9001  -1.9531  0.4617
C  1.2606  -1.8767  -2.6295
H  2.5645  -3.7569  -1.2336
H  3.8158  -2.4201  -1.8259
H  2.2905  -1.5335  -2.8943
H  1.3239  -2.9621  -2.3469
H  3.7856  -4.4983  1.8906
H  2.4418  -4.3625  0.7545
H  2.7856  -3.0061  1.8312
H  5.9699  -2.0996  0.4060
H  4.6156  -1.5675  1.4444
H  4.6563  -1.1847  -0.2885
C  -1.7848  3.8996  1.0881
N  -2.9573  3.3416  0.4935
C  -3.9092  4.2388  -0.0754
C  -2.9612  1.9939  0.0270
C  -2.1765  1.8302  -1.2454
C  -2.6387  2.4043  -2.4485
C  -1.8352  2.3143  -3.6072
C  -0.5994  1.6762  -3.5457
C  -0.1437  1.2076  -2.3163
C  -0.9655  1.1544  -1.1922
H  -2.0574  4.8822  1.4914
H  -0.9596  4.0433  0.3663
H  -1.4073  3.2630  1.9028
H  -3.5587  4.6832  -1.0224
H  -4.8426  3.6951  -0.2716
H  -4.0812  5.0479  0.6435
H  -2.5241  1.3516  0.8202
H  -4.0050  1.6907  -0.1361
H  -3.6125  2.8991  -2.4754
H  -2.1995  2.7526  -4.5556
H  -0.0033  1.4862  -4.4290
H  0.8772  0.8627  -2.2641

Atomic partial charges in e from the Mulliken method, atoms 1 to 5: Pt 0.699; C -0.040; C -1.012; C -0.206; H 0.512


A structure of composition C24H33AsClI2OP2Re. Source: OMol25; level of theory: wB97M-V/def2-TZVPD.

Calculated values
Spin multiplicity: 4
Total energy (hartree): -5060.921679
Frontier orbital gap (alpha / beta) (eV): 5.6 / 5.6
Maximum force (eV/Å): 4.8
Relative energy (zero: lowest compared OMol25 entry of this formula, charge and spin) (kcal per mole): 0.0
⟨S²⟩: 3.7826
Net charge: +3
E_HOMO (alpha / beta) (eV): -17.373 / -17.379

Geometry (Å):
I  -3.3407  -1.1233  0.0212
I  0.6222  -2.3601  0.3833
Re  -0.0799  0.1693  -0.0289
P  -0.3669  -0.3151  -2.3008
C  1.0597  -1.1990  -3.0711
C  -1.8175  -1.2344  -2.9463
H  -1.8487  -1.1821  -4.0394
H  -0.5053  0.9530  -4.3584
H  -2.7377  -0.8065  -2.5194
H  -0.9442  1.9757  -2.9435
H  1.2319  -2.1726  -2.6044
H  -1.7580  -2.2883  -2.6471
C  -0.2581  1.2118  -3.3206
H  0.8380  -1.3491  -4.1339
H  0.7660  1.6085  -3.2855
H  1.9848  -0.6158  -2.9787
P  -0.5248  0.2472  2.2258
C  0.8518  -0.4364  3.2462
C  -0.4553  1.9914  2.7926
H  -2.8978  -0.1020  2.4581
H  -2.1066  -0.1095  4.0609
H  -2.0091  -1.5439  3.0055
C  -2.0209  -0.4509  3.0236
H  -1.2955  2.5482  2.3636
H  -0.4982  1.9935  3.8890
H  0.7526  -0.0617  4.2692
H  1.8289  -0.1125  2.8661
H  0.4830  2.4557  2.4583
H  0.8400  -1.5317  3.2717
Cl  -1.6702  1.8705  -0.3056
O  1.5610  1.0397  -0.0101
As  3.3045  1.3521  -0.0480
C  3.7679  1.2535  -1.9032
C  3.2717  2.2239  -2.7902
C  3.6831  2.2083  -4.1243
C  4.5733  1.2256  -4.5720
C  5.0591  0.2503  -3.6907
C  4.6620  0.2713  -2.3542
C  3.6452  3.0248  0.8096
C  4.3746  3.9991  0.1007
C  4.7797  5.1803  0.7349
C  4.4343  5.4042  2.0838
C  3.6894  4.4389  2.7835
C  3.2938  3.2615  2.1465
C  4.0360  -0.1762  0.8730
C  3.7278  -1.4489  0.3838
C  3.8579  -2.5659  1.2249
C  4.4964  -2.4295  2.4517
C  5.0017  -1.1869  2.8514
C  4.7558  -0.0461  2.0751
H  2.6046  3.0020  -2.4151
H  3.3341  2.9845  -4.8115
H  4.8879  1.2073  -5.6173
H  5.7432  -0.5376  -4.0231
H  5.0908  -0.4335  -1.6343
H  4.6404  3.8289  -0.9396
H  5.3459  5.9210  0.1624
H  4.7200  6.3390  2.5665
H  3.4131  4.6182  3.8271
H  2.7200  2.5103  2.6919
H  3.3977  -1.5463  -0.6645
H  3.4124  -3.5096  0.9244
H  4.5834  -3.2862  3.1227
H  5.5869  -1.0927  3.7717
H  5.1027  0.9372  2.3872

Atomic partial charges in e from the Mulliken method, atoms 1 to 5: I 0.294; I 0.048; Re -0.108; P 1.193; C -0.870


A structure of composition C24H33AuBF4O9PS. Source: OMol25; level of theory: wB97M-V/def2-TZVPD.

Calculated values
Spin multiplicity: 3
Total energy (hartree): -2911.266277
Frontier orbital gap (alpha / beta) (eV): 8.5 / 5.6
Maximum force (eV/Å): 0.5
Relative energy (zero: lowest compared OMol25 entry of this formula, charge and spin) (kcal per mole): 31.4
⟨S²⟩: 2.0225
Net charge: 0
E_HOMO (alpha / beta) (eV): -8.931 / -9.482

Geometry (Å):
Au  -0.8573  0.0464  -0.5951
C  1.5012  -3.1464  4.9204
C  1.5855  -2.6123  3.5177
C  1.7352  -3.4658  2.4323
C  1.8043  -2.9748  1.1339
C  1.7210  -1.6121  0.9362
C  1.5575  -0.7325  1.9988
C  1.5007  -1.2375  3.2844
S  1.7042  -0.9752  -0.7315
C  3.2948  -0.1478  -0.7502
O  1.8000  -2.0890  -1.6840
H  1.6059  -4.2292  4.9362
H  0.5440  -2.8914  5.3784
H  2.2849  -2.7201  5.5475
H  1.7817  -4.5345  2.5963
H  1.8737  -3.6339  0.2793
H  1.4637  0.3341  1.8217
H  1.3791  -0.5599  4.1209
H  4.0361  -0.9423  -0.6790
H  3.3656  0.5382  0.0885
H  3.3723  0.3863  -1.6939
C  1.6246  5.0317  -1.2404
C  2.2463  3.6644  -0.9887
C  3.7130  3.6694  -1.3901
C  2.0801  3.2683  0.4746
O  1.6577  2.6276  -1.8217
P  0.0810  2.4901  -2.1233
O  -0.4992  3.6718  -2.7645
O  -0.5824  2.0332  -0.7892
O  0.0764  1.1413  -2.9679
C  0.3621  0.9357  -4.3861
C  0.5076  2.2525  -5.1299
C  1.6544  0.1363  -4.4355
C  -0.8157  0.1314  -4.9093
H  2.1976  5.7789  -0.6890
H  0.5891  5.0717  -0.9086
H  1.6394  5.2762  -2.3003
H  4.2705  4.3716  -0.7706
H  3.8184  3.9630  -2.4336
H  4.1458  2.6764  -1.2636
H  2.4402  4.0722  1.1171
H  2.6565  2.3693  0.7013
H  1.0298  3.0873  0.6986
H  1.3297  2.8439  -4.7253
H  -0.3999  2.8487  -5.0701
H  0.7250  2.0270  -6.1748
H  2.4733  0.7257  -4.0187
H  1.8988  -0.1081  -5.4700
H  1.5609  -0.7917  -3.8721
H  -1.7354  0.7086  -4.8234
H  -0.9290  -0.7906  -4.3390
H  -0.6564  -0.1248  -5.9575
O  -1.3379  -4.0624  0.1885
C  -1.4252  -2.8668  0.3783
O  -0.8978  -1.9786  -0.3840
C  -2.2267  -2.4351  1.5971
C  -2.0146  -1.1805  2.2539
C  -2.8013  -0.7298  3.2845
C  -3.8388  -1.5762  3.6315
O  -4.7960  -1.3834  4.5299
C  -5.6462  -2.5334  4.5111
O  -5.0949  -3.4328  3.5560
C  -4.0201  -2.8521  3.0195
C  -3.1982  -3.3207  2.0251
H  -1.2062  -0.5499  1.9088
H  -2.6768  0.2419  3.7338
H  -6.6466  -2.2339  4.1976
H  -5.6378  -2.9988  5.4977
H  -3.3394  -4.2650  1.5235
F  -4.4496  -1.1993  0.6839
B  -4.3266  0.0704  0.0990
F  -3.1562  0.0276  -0.7689
F  -5.4205  0.3907  -0.6496
F  -4.0568  1.0085  1.0960

Atomic partial charges in e from the Mulliken method, atoms 1 to 5: Au 1.779; C -1.489; C 1.058; C -0.801; C -0.795


Repeat the second record exactly.
A structure of composition C24H33AsClI2OP2Re. Source: OMol25; level of theory: wB97M-V/def2-TZVPD.

Calculated values
Spin multiplicity: 4
Total energy (hartree): -5060.921679
Frontier orbital gap (alpha / beta) (eV): 5.6 / 5.6
Maximum force (eV/Å): 4.8
Relative energy (zero: lowest compared OMol25 entry of this formula, charge and spin) (kcal per mole): 0.0
⟨S²⟩: 3.7826
Net charge: +3
E_HOMO (alpha / beta) (eV): -17.373 / -17.379

Geometry (Å):
I  -3.3407  -1.1233  0.0212
I  0.6222  -2.3601  0.3833
Re  -0.0799  0.1693  -0.0289
P  -0.3669  -0.3151  -2.3008
C  1.0597  -1.1990  -3.0711
C  -1.8175  -1.2344  -2.9463
H  -1.8487  -1.1821  -4.0394
H  -0.5053  0.9530  -4.3584
H  -2.7377  -0.8065  -2.5194
H  -0.9442  1.9757  -2.9435
H  1.2319  -2.1726  -2.6044
H  -1.7580  -2.2883  -2.6471
C  -0.2581  1.2118  -3.3206
H  0.8380  -1.3491  -4.1339
H  0.7660  1.6085  -3.2855
H  1.9848  -0.6158  -2.9787
P  -0.5248  0.2472  2.2258
C  0.8518  -0.4364  3.2462
C  -0.4553  1.9914  2.7926
H  -2.8978  -0.1020  2.4581
H  -2.1066  -0.1095  4.0609
H  -2.0091  -1.5439  3.0055
C  -2.0209  -0.4509  3.0236
H  -1.2955  2.5482  2.3636
H  -0.4982  1.9935  3.8890
H  0.7526  -0.0617  4.2692
H  1.8289  -0.1125  2.8661
H  0.4830  2.4557  2.4583
H  0.8400  -1.5317  3.2717
Cl  -1.6702  1.8705  -0.3056
O  1.5610  1.0397  -0.0101
As  3.3045  1.3521  -0.0480
C  3.7679  1.2535  -1.9032
C  3.2717  2.2239  -2.7902
C  3.6831  2.2083  -4.1243
C  4.5733  1.2256  -4.5720
C  5.0591  0.2503  -3.6907
C  4.6620  0.2713  -2.3542
C  3.6452  3.0248  0.8096
C  4.3746  3.9991  0.1007
C  4.7797  5.1803  0.7349
C  4.4343  5.4042  2.0838
C  3.6894  4.4389  2.7835
C  3.2938  3.2615  2.1465
C  4.0360  -0.1762  0.8730
C  3.7278  -1.4489  0.3838
C  3.8579  -2.5659  1.2249
C  4.4964  -2.4295  2.4517
C  5.0017  -1.1869  2.8514
C  4.7558  -0.0461  2.0751
H  2.6046  3.0020  -2.4151
H  3.3341  2.9845  -4.8115
H  4.8879  1.2073  -5.6173
H  5.7432  -0.5376  -4.0231
H  5.0908  -0.4335  -1.6343
H  4.6404  3.8289  -0.9396
H  5.3459  5.9210  0.1624
H  4.7200  6.3390  2.5665
H  3.4131  4.6182  3.8271
H  2.7200  2.5103  2.6919
H  3.3977  -1.5463  -0.6645
H  3.4124  -3.5096  0.9244
H  4.5834  -3.2862  3.1227
H  5.5869  -1.0927  3.7717
H  5.1027  0.9372  2.3872

Atomic partial charges in e from the Mulliken method, atoms 1 to 5: I 0.294; I 0.048; Re -0.108; P 1.193; C -0.870


> What is the formula in the second record?

C24H33AsClI2OP2Re